DFT (wB97M-V/def2-TZVPD) results for a molecular structure, C26H24F3LuN4O2S.

XYZ file:
```
61
C26H24F3LuN4O2S, DFT wB97M-V/def2-TZVPD
H 1.74 -1.91 -0.87
C -3.50 1.07 0.81
C -0.33 -3.58 -2.14
C -4.25 0.04 0.26
H -3.42 2.60 2.30
N -0.64 -1.78 1.00
H 4.78 -1.80 0.39
H 5.47 4.20 -1.36
N -0.24 2.49 0.16
C -6.01 0.47 1.84
C 1.79 3.69 -0.30
H -3.83 -0.52 -0.57
H 1.09 -1.49 -2.27
C 3.79 -0.54 -2.96
F 1.94 -0.41 3.57
C -2.71 -3.61 1.32
H -3.53 -4.32 1.43
C -5.50 -0.26 0.77
Lu 0.47 0.36 0.13
H -6.09 -1.06 0.33
C 2.56 2.57 -0.74
C 2.37 4.96 -0.28
C 4.69 -1.08 -0.42
C -1.40 -1.76 2.07
H 0.26 -3.55 -3.05
H 5.68 -0.68 -0.64
C 4.44 4.06 -1.07
H 4.04 -0.27 -0.10
F 2.03 -0.72 1.37
H 4.48 1.95 -1.45
C 0.40 3.59 0.12
H -1.17 -1.01 2.81
C -2.14 1.33 0.27
H 1.77 5.79 0.05
C -0.11 -2.66 -1.16
H -1.47 -5.29 -2.79
C -1.33 -4.57 -2.00
S 4.01 -1.94 -1.84
C -2.11 -4.61 -0.88
C -1.91 -3.66 0.16
H -3.08 -2.58 3.16
N 0.86 -1.61 -1.30
C 2.08 0.38 2.54
H -0.12 4.51 0.41
H -5.65 2.06 3.23
H 4.74 -0.13 -3.27
C -4.01 1.80 1.88
F 0.49 0.79 2.31
C 3.69 5.16 -0.65
C 3.89 2.80 -1.12
H 3.19 0.24 -2.48
H 4.12 6.15 -0.62
H -2.89 -5.35 -0.76
H 3.27 -0.90 -3.84
C -5.26 1.49 2.39
N -1.57 2.47 0.60
O 2.06 1.35 -0.82
C -0.89 -2.70 0.04
C -2.47 -2.66 2.27
H -6.98 0.23 2.23
O -1.60 0.41 -0.47
```

Values from the calculation:
Kohn-Sham gap in eV: 7.37
LUMO energy in eV: -0.392
E_HOMO in Ha: -0.2853


DFT (wB97M-V/def2-TZVPD) results for a molecular structure, C26H24F5N4O2SV.

XYZ file:
```
63
C26H24F5N4O2SV, DFT wB97M-V/def2-TZVPD
H 1.83 -4.41 -0.20
C 3.18 -0.07 1.53
C 4.32 0.95 -0.75
C -1.79 -1.23 -4.25
H 2.97 2.90 1.75
C 5.14 0.52 0.30
H 2.40 -2.24 0.87
C 1.49 1.67 3.91
H -0.84 -0.34 3.93
N -1.11 -2.81 -0.44
N -1.56 -0.63 0.12
C -2.98 -3.29 -3.86
H -1.63 0.06 -2.53
H -1.37 2.94 -1.04
H 1.30 2.53 4.56
C 0.61 1.73 2.70
C -0.34 2.62 0.80
H -2.09 -3.79 -6.25
O -3.66 -2.05 0.40
C -1.46 0.53 3.71
H 1.97 4.35 1.66
H -1.34 -2.30 -6.52
C -2.27 -2.45 -4.73
C 2.95 0.89 -0.59
C -1.36 1.96 1.55
O -3.82 0.11 -0.71
C -2.82 2.08 1.25
V 0.37 0.45 0.92
N -2.10 -2.80 -6.06
H 0.33 3.45 -1.06
C -0.73 -1.65 0.10
C 4.55 -0.01 1.45
F 2.14 1.33 -1.61
F 4.89 1.39 -1.89
H -3.11 3.13 1.29
H -0.59 -4.71 -0.97
C 2.10 3.34 1.27
F 6.49 0.60 0.19
H -2.42 0.18 3.32
H -3.42 1.53 1.97
C -3.20 -2.92 -2.55
F 2.61 -0.64 2.63
C -2.70 -1.72 -2.09
H 2.30 3.41 0.20
C -0.22 -3.79 -0.53
C 0.86 2.52 1.53
N 0.51 -1.42 0.62
H -0.90 4.42 -0.21
C 2.31 0.42 0.55
H -3.36 -4.23 -4.24
C -0.58 3.40 -0.45
S -3.03 -1.07 -0.45
C -0.78 1.40 2.69
C 1.08 -3.63 -0.10
H -1.26 -0.56 -4.91
C 1.39 -2.42 0.50
H -3.07 1.69 0.27
F 5.33 -0.41 2.48
H 1.28 0.76 4.48
H -3.73 -3.55 -1.86
H -1.62 1.08 4.64
H 2.55 1.67 3.64
C -2.00 -0.87 -2.93
```

Values from the calculation:
Net charge: -1
Kohn-Sham gap (alpha / beta) in eV: 5.76 / 5.66
LUMO energy (alpha / beta) in eV: 2.659 / 2.657
Multiplicity: 2
<S²>: 0.772
E_HOMO (alpha / beta) in Ha: -0.1139 / -0.1102


DFT (wB97M-V/def2-TZVPD) results for a molecular structure, C26H24FMnN4O5.

XYZ file:
```
61
C26H24FMnN4O5, DFT wB97M-V/def2-TZVPD
C 1.95 -8.49 0.20
F -3.07 2.83 -0.40
H -2.77 7.58 -0.09
N -0.82 -5.36 0.49
O -0.70 -1.43 0.25
O -4.23 -4.61 0.81
H -1.75 5.75 1.33
C -0.73 7.21 0.11
N -1.95 7.59 -0.70
H 0.12 7.28 -0.57
O 3.30 -2.45 0.85
C -0.91 5.79 0.61
N 2.20 1.46 0.34
C 0.12 -6.37 0.40
H 4.09 1.91 -1.61
C -2.11 -5.67 0.63
C 1.60 -0.86 0.49
O 1.20 -3.18 0.82
H 1.84 -5.09 0.16
C -2.17 6.62 -1.83
C -0.32 -7.72 0.47
C -1.78 2.49 -0.27
H -2.01 -9.03 0.69
C -0.11 0.83 0.10
H -1.86 8.55 -1.05
H 4.55 3.51 -1.06
C 2.51 0.17 0.50
C 2.12 -2.24 0.72
H -1.29 6.70 -2.47
H 2.67 -9.29 0.13
H 3.42 -6.92 -0.02
C -1.69 -8.00 0.63
C 1.49 -6.11 0.21
C -3.05 -4.51 0.70
H 3.56 -0.06 0.65
O -2.40 -3.33 0.64
H -2.46 4.54 -2.09
C 0.63 -8.77 0.38
C 0.51 3.16 -0.09
C 2.37 -7.14 0.12
C -0.81 3.52 -0.29
H 0.28 -9.79 0.44
H 2.92 3.23 -1.68
H -0.01 5.51 1.16
N -1.13 4.88 -0.50
Mn -0.60 -3.31 0.52
C 0.87 1.82 0.12
H 4.10 2.02 0.90
C -2.59 -6.97 0.70
C 3.29 2.46 0.32
H -0.63 7.92 0.92
H 1.26 3.93 -0.15
H -2.23 0.43 -0.10
C -1.45 1.19 -0.11
C 0.25 -0.56 0.29
C 3.73 2.80 -1.09
H 2.95 3.33 0.87
H -3.65 -7.12 0.81
H -3.05 6.94 -2.38
H -3.24 5.18 -0.65
C -2.33 5.23 -1.26
```

Values from the calculation:
Net charge: +2
Kohn-Sham gap (alpha / beta) in eV: 7.58 / 7.46
LUMO energy (alpha / beta) in eV: -5.699 / -5.856
Multiplicity: 5
<S²>: 6.044
E_HOMO (alpha / beta) in Ha: -0.4880 / -0.4892


DFT (wB97M-V/def2-TZVPD) results for a molecular structure, C26H24IN2O4PdS2.

XYZ file:
```
60
C26H24IN2O4PdS2, DFT wB97M-V/def2-TZVPD
H -0.63 -1.87 2.73
C -1.55 1.55 1.94
H 0.59 3.30 2.58
C 1.64 3.10 -6.30
H -4.35 -3.28 -0.98
C -3.05 -2.67 0.60
C -3.25 2.20 3.57
H 4.62 0.65 -3.46
C 1.86 0.98 -5.18
C 2.86 1.50 -4.37
C 0.46 -1.93 2.74
C -3.31 -3.01 -0.83
Pd -0.92 -0.52 -0.50
C -2.60 1.36 0.93
C 0.83 2.24 2.50
C 2.54 -2.75 1.74
C 3.24 2.83 -4.52
H -1.20 2.13 4.01
H 4.02 3.24 -3.89
H 4.34 -2.24 2.77
H 3.21 -0.40 -3.39
H -2.71 -3.89 -1.09
H 1.83 2.13 2.10
H -5.29 2.27 2.83
O -2.40 0.99 -0.26
H -3.41 -3.18 2.65
C 0.39 -3.12 0.54
H 2.95 4.66 -5.60
C -1.96 1.98 3.25
H 0.80 1.82 3.50
C -4.26 2.06 2.57
H 3.03 -3.33 0.97
C 1.14 -2.57 1.69
H -3.04 -2.18 -1.49
H 1.56 -0.05 -5.07
S 0.62 0.07 -2.25
S 3.33 1.24 -1.63
C 2.59 -1.45 3.74
H -3.52 2.50 4.57
C 3.53 0.64 -3.33
C 3.26 -2.15 2.74
C 1.19 -1.35 3.74
H 1.17 3.72 -7.04
O -2.41 -1.68 0.91
H -4.70 1.57 0.54
H -4.63 -3.81 1.50
C 1.26 1.78 -6.15
C -3.95 1.68 1.31
N 0.23 1.00 0.46
H 0.68 -0.83 4.55
I 3.66 -0.55 5.25
C -0.18 1.55 1.61
O 0.00 -2.53 -0.46
H 0.48 1.37 -6.78
H -3.04 -4.55 1.57
N 1.45 1.26 0.03
O 0.24 -4.33 0.86
C -3.57 -3.60 1.66
C 2.64 3.63 -5.48
C 1.71 0.84 -1.20
```

Values from the calculation:
Net charge: +1
Kohn-Sham gap (alpha / beta) in eV: 7.56 / 4.51
LUMO energy (alpha / beta) in eV: -3.093 / -6.396
Multiplicity: 5
<S²>: 6.094
E_HOMO (alpha / beta) in Ha: -0.3913 / -0.4009


DFT (wB97M-V/def2-TZVPD) results for a molecular structure, C26H24N2O6Pd.

XYZ file:
```
59
C26H24N2O6Pd, DFT wB97M-V/def2-TZVPD
C 1.11 -4.54 -1.41
O 2.47 -2.13 1.75
C -1.19 -4.72 4.53
C -0.20 0.64 -4.32
H 2.60 3.24 -3.44
C -0.57 0.58 -1.73
O -1.49 -0.20 -1.60
H 1.62 -3.17 3.46
H 0.69 6.65 1.23
H 1.99 -3.83 0.41
Pd 0.22 1.20 1.42
H -2.32 -3.07 1.80
H -2.39 3.22 -0.49
H -1.86 -2.23 -0.62
H -0.68 6.36 0.17
C -1.00 -2.86 -0.82
C 1.82 2.52 -3.69
H 1.39 5.24 2.72
O -1.18 2.76 1.60
O 1.76 2.82 -0.59
C -1.77 4.09 -0.30
H 1.31 3.54 2.35
C 0.58 -3.46 3.49
C 0.57 1.23 -5.32
H 2.15 2.59 -5.81
N 0.06 1.26 -0.71
C -1.63 -3.42 2.56
H -1.88 -3.56 -2.64
H -2.40 4.97 -0.18
H 1.94 -5.21 -1.62
C -0.30 -3.01 2.51
H -1.10 4.26 -1.15
C 1.14 -3.77 -0.26
H -0.97 -0.08 -4.55
C 0.13 -4.31 4.49
C 0.22 5.92 0.59
O 1.60 -0.13 1.53
H 0.02 -5.08 -3.18
H 0.09 4.25 3.41
C 0.09 -2.90 0.04
H 0.91 5.66 -0.22
C 0.10 -2.08 1.34
C 0.72 4.42 2.54
C -1.02 -3.63 -1.98
H 0.41 0.96 -6.36
H 0.83 -4.65 5.25
C 1.57 2.15 -5.01
C -2.07 -4.27 3.56
C -0.98 3.82 0.95
C 0.03 -4.47 -2.28
O -0.89 -1.04 1.31
H -1.17 -0.89 0.39
H -1.54 -5.38 5.32
H -3.11 -4.58 3.58
C 0.06 1.01 -3.03
C 1.05 2.08 -1.22
C 1.05 1.93 -2.72
N -0.11 4.73 1.37
C 1.50 -1.44 1.55
```

Values from the calculation:
Kohn-Sham gap (alpha / beta) in eV: 7.06 / 7.06
LUMO energy (alpha / beta) in eV: -1.485 / -1.483
E_HOMO (alpha / beta) in Ha: -0.3140 / -0.3139


DFT (wB97M-V/def2-TZVPD) results for a molecular structure, C26H24N7O3S2Tc.

XYZ file:
```
63
C26H24N7O3S2Tc, DFT wB97M-V/def2-TZVPD
H -5.49 -1.95 -0.07
H 2.13 -0.73 -5.92
C -1.61 3.77 3.32
H -0.72 2.06 2.39
O -2.45 -1.39 -3.76
N 2.72 -1.10 0.92
H 2.12 -0.61 4.00
H 0.24 -3.17 0.29
N 2.06 -0.91 -0.24
C -2.43 -1.13 -2.60
C -1.56 4.94 0.79
N -0.93 -1.76 -0.62
O 0.80 2.16 -0.13
C -2.60 0.93 -0.84
H 4.80 -1.23 -1.65
H 0.11 0.69 -5.50
C -1.83 -3.78 0.29
C -2.25 -1.55 -1.12
C -1.11 3.06 2.25
C 0.23 0.44 -3.39
H 4.23 -2.90 2.22
H -1.53 5.37 -0.20
C 1.79 -0.54 -4.91
H -1.63 3.32 4.31
C -2.06 5.65 1.88
C 4.00 -1.93 -1.36
H 4.64 -0.48 2.60
C -3.15 -3.33 0.20
Tc 0.24 0.00 -0.38
H 4.38 -0.70 4.34
C 2.47 -1.06 -3.83
S -0.52 2.75 -0.40
O -0.66 3.56 -1.57
C -4.61 -1.36 -0.30
N -1.35 1.37 -0.52
H 3.94 -3.14 3.96
H -3.94 -3.87 0.70
H 5.55 -2.68 3.38
H -1.62 -4.74 0.75
C 4.48 -2.54 3.22
N 0.86 -0.11 -2.34
H 4.00 -2.75 -2.07
C -0.77 -2.93 -0.02
H -0.63 1.05 -3.18
S 0.35 -0.33 2.02
H 3.37 -1.63 -3.97
C 2.06 -0.79 2.01
N -2.48 -0.22 -1.66
C 2.68 -1.25 -1.34
N 2.68 -0.82 3.19
C -3.39 -2.10 -0.39
H -2.48 5.62 3.98
H 4.23 -2.30 -0.36
C -1.09 3.65 1.00
C -2.09 5.06 3.13
C -4.80 0.01 -0.29
H -5.81 0.32 -0.05
C 2.00 -0.83 -2.54
C 0.66 0.24 -4.69
C 4.11 -1.07 3.35
H -4.07 1.96 0.28
C -3.83 1.07 -0.28
H -2.43 6.66 1.74
```

Values from the calculation:
Net charge: +1
Kohn-Sham gap (alpha / beta) in eV: 6.56 / 6.32
LUMO energy (alpha / beta) in eV: -3.415 / -4.509
Multiplicity: 4
<S²>: 3.816
E_HOMO (alpha / beta) in Ha: -0.3664 / -0.3981


DFT (wB97M-V/def2-TZVPD) results for a molecular structure, C26H24NRbS5.

XYZ file:
```
57
C26H24NRbS5, DFT wB97M-V/def2-TZVPD
H -2.66 -1.68 5.13
N 0.07 -0.43 -1.66
S 2.17 -4.73 1.51
H -0.79 -1.29 -7.73
H -2.55 1.44 5.10
H -3.53 4.39 -0.72
H -1.21 1.76 2.07
C -1.67 -1.24 4.98
H 0.19 2.25 -1.02
S 4.86 -6.83 -3.29
H 3.25 3.39 2.23
H -2.02 -0.68 2.96
C -3.52 2.62 -1.95
C 3.37 2.37 2.59
C -1.05 0.70 -4.99
C -0.33 1.50 2.64
H -3.78 0.34 4.43
S 4.75 -2.37 0.56
H 3.84 1.79 1.79
C -0.77 -0.99 -6.69
C 0.77 0.17 4.28
H -0.98 -2.04 4.73
C -0.70 -0.21 -3.99
H -0.15 -2.91 -5.97
C -0.85 2.38 -1.30
C -1.42 1.43 -2.13
H -4.58 2.70 -2.20
C 2.05 1.76 2.99
H 0.76 -0.61 5.04
H -1.30 1.71 -4.72
C -1.59 3.45 -0.80
C 1.97 0.79 3.97
C -1.74 -0.18 3.89
C -0.37 -1.51 -4.37
H 4.07 2.38 3.43
Rb 1.55 -1.72 0.18
C 4.28 -3.89 -0.18
C 0.87 2.11 2.33
H -1.12 4.18 -0.15
C -2.83 0.85 4.22
C -0.41 -1.90 -5.70
C -0.60 0.19 -2.52
C 4.44 -5.84 -1.98
H -1.35 1.04 -7.09
C -2.94 3.57 -1.12
H -3.22 0.84 -3.11
C -0.41 0.51 3.63
C -2.76 1.57 -2.46
C 3.31 -4.78 0.18
H 0.90 2.85 1.54
H -3.01 1.54 3.39
H -0.07 -2.19 -3.58
H -1.36 -0.80 5.94
S 5.18 -4.35 -1.61
C -1.09 0.32 -6.33
S 3.21 -6.19 -0.87
H 2.88 0.47 4.48
```

Values from the calculation:
Net charge: -2
Kohn-Sham gap in eV: 4.35
LUMO energy in eV: 3.798
E_HOMO in Ha: -0.0204